No. 1
{"formula": "C7H7NO2", "method": "the ωB97M-V functional and the def2-TZVPD basis", "elements": ["C", "C", "C", "C", "C", "C", "C", "N", "O", "O", "H", "H", "H", "H", "H", "H", "H"], "xyz": [[-2.48138, -0.09203, -0.92032], [0.77540, 0.26728, -0.12718], [-0.31058, -0.34368, 0.31399], [1.59356, 0.73537, 1.03162], [0.79685, 0.05972, 2.18295], [-0.25761, -0.20301, -2.07375], [-1.21490, -0.76356, -0.98413], [-3.46784, 0.48127, -0.86019], [0.91404, 0.37327, -1.48007], [-0.44232, -0.46047, 1.66059], [2.62958, 0.40724, 0.99675], [1.57633, 1.82578, 1.10785], [1.34941, -0.78636, 2.60140], [0.55499, 0.75453, 2.98845], [0.07064, -0.99584, -2.75028], [-0.74291, 0.58425, -2.65960], [-1.34327, -1.84375, -1.02808]], "homo_ha": -0.297, "total_energy_ha": -476.0930, "de_lowest_ev": 2.446, "smiles": "N#C[C@H]1COC2=C1OCC2", "orbital_gap_ev": 8.84, "lumo_energy_ev": 0.76}

---

No. 2
{"formula": "C33H59Br22N2O3", "method": "the ωB97M-V functional and the def2-TZVPD basis", "elements": ["C", "C", "N", "C", "C", "N", "Br", "C", "C", "C", "Br", "C", "C", "C", "C", "O", "O", "C", "C", "O", "H", "H", "H", "H", "H", "H", "H", "H", "H", "H", "H", "H", "H", "H", "H", "H", "H", "H", "H", "Br", "C", "C", "Br", "H", "H", "H", "H", "Br", "C", "C", "Br", "H", "H", "H", "H", "Br", "C", "C", "Br", "H", "H", "H", "H", "Br", "C", "C", "Br", "H", "H", "H", "H", "Br", "C", "C", "Br", "H", "H", "H", "H", "Br", "C", "C", "Br", "H", "H", "H", "H", "Br", "C", "C", "Br", "H", "H", "H", "H", "Br", "C", "C", "Br", "H", "H", "H", "H", "Br", "C", "C", "Br", "H", "H", "H", "H", "Br", "C", "C", "Br", "H", "H", "H", "H"], "xyz": [[4.67124, 3.69041, 3.86446], [5.12466, 2.08615, 3.72796], [3.98959, 1.13313, 4.14798], [3.53762, 0.49232, 2.81937], [4.50459, -0.70817, 2.17389], [4.10949, -1.35916, 0.86035], [5.25850, -2.74601, 0.23726], [2.86603, -0.95434, 0.06641], [1.80118, 0.21976, 0.59632], [0.49317, 0.49418, -0.35121], [-1.09941, -0.64803, 0.21730], [0.10639, 2.07219, -0.57096], [-0.32022, 2.43785, -2.14289], [2.15318, 0.94261, 2.02369], [1.15942, 2.08125, 2.65828], [1.16962, 3.35220, 2.18507], [0.22423, 1.85300, 3.80977], [-0.96806, 1.20980, 3.23722], [-2.38702, 1.60065, 3.95963], [-2.37554, 2.95401, 4.56855], [3.51901, 3.84669, 3.65539], [4.97149, 4.14076, 4.92778], [5.30599, 4.28857, 3.06187], [5.45789, 1.88109, 2.60401], [6.08240, 1.87158, 4.40275], [3.24966, 1.76293, 4.52912], [5.49210, -1.08683, 2.72754], [2.61740, -1.51425, -0.95607], [0.77511, 0.07214, -1.43196], [1.05430, 2.73107, -0.34654], [-0.83746, 2.39801, 0.08311], [-1.33998, 3.05776, -2.16870], [-0.36786, 1.46870, -2.80087], [0.49363, 3.16204, -2.59544], [-0.82701, 0.03808, 3.28562], [-1.04796, 1.60593, 2.11388], [-2.78220, 0.75842, 4.69052], [-3.19846, 1.65716, 3.08600], [-2.26680, 3.56855, 3.76271], [-0.87057, -0.41514, -4.12700], [-2.70254, -0.57259, -3.47652], [-3.69308, -0.08762, -4.50906], [-3.74085, 1.86135, -4.58105], [-2.75467, -0.02345, -2.53267], [-2.84287, -1.63929, -3.27949], [-4.70969, -0.38637, -4.23815], [-3.47340, -0.43894, -5.52082], [3.03957, 4.23753, -2.33272], [3.16017, 5.71269, -3.60291], [2.50728, 5.35673, -4.91803], [3.64448, 4.17429, -5.97376], [4.21926, 5.96647, -3.69810], [2.63363, 6.54317, -3.12394], [2.37448, 6.24897, -5.53643], [1.54363, 4.85334, -4.80273], [-5.35534, 4.39787, 6.15672], [-3.65986, 4.65312, 7.08637], [-3.60761, 6.00011, 7.76858], [-3.27534, 7.43000, 6.48368], [-2.86615, 4.50849, 6.34865], [-3.61628, 3.84620, 7.82348], [-2.76753, 6.04595, 8.46737], [-4.52938, 6.25509, 8.29835], [-7.06788, -0.63543, -5.94505], [-7.60348, -2.50387, -5.78348], [-7.94626, -2.85287, -4.35407], [-6.33565, -3.07895, -3.27669], [-6.78914, -3.10630, -6.19464], [-8.48326, -2.60329, -6.42572], [-8.45801, -3.81819, -4.30506], [-8.55907, -2.09618, -3.85686], [-9.67160, -3.16733, -8.91216], [-10.20721, -5.03577, -8.75059], [-10.54999, -5.38476, -7.32118], [-8.93938, -5.61084, -6.24379], [-9.39287, -5.63819, -9.16175], [-11.08698, -5.13518, -9.39283], [-11.06174, -6.35009, -7.27216], [-11.16280, -4.62808, -6.82396], [-5.65532, 7.01181, 2.08389], [-7.47345, 7.17579, 2.77061], [-7.63844, 6.41897, 4.06773], [-7.78456, 4.49942, 3.75162], [-8.14581, 6.83382, 1.97934], [-7.62124, 8.24792, 2.92886], [-8.57453, 6.69734, 4.56005], [-6.80902, 6.56526, 4.76486], [3.33427, 5.21572, 7.05024], [4.64170, 5.88452, 8.33374], [5.63111, 6.81499, 7.67207], [6.95235, 5.82055, 6.63700], [5.10899, 5.01194, 8.79780], [4.05361, 6.41905, 9.08526], [6.21049, 7.35906, 8.42337], [5.16511, 7.53141, 6.99022], [7.02426, -6.06857, -0.53653], [6.37215, -6.15204, 1.29972], [7.41650, -6.73123, 2.22514], [7.53308, -8.66917, 2.03350], [5.44116, -6.72482, 1.28234], [6.15092, -5.11540, 1.56954], [7.13982, -6.56577, 3.27023], [8.41973, -6.33261, 2.05209], [2.61700, -7.20884, -4.47815], [4.18446, -6.13852, -4.02922], [3.99465, -5.41445, -2.71689], [2.82744, -3.86550, -2.92740], [4.36576, -5.46792, -4.87334], [5.00686, -6.85607, -3.95766], [4.94497, -5.00703, -2.36045], [3.55649, -6.04011, -1.93465], [4.64599, -9.71946, -2.54117], [4.98895, -10.30584, -4.36945], [6.37134, -10.90058, -4.50279], [7.73760, -9.50872, -4.54732], [4.82307, -9.44186, -5.01841], [4.22382, -11.06033, -4.57356], [6.47352, -11.42879, -5.45499], [6.63335, -11.57880, -3.68628]], "homo_ha": -0.401, "total_energy_ha": -58255.6341, "de_lowest_ev": 12.728, "total_charge": 1, "orbital_gap_ev": 6.11, "lumo_energy_ev": -4.81}

---

No. 3
{"formula": "C26H46OOsP3S4", "method": "the ωB97M-V functional and the def2-TZVPD basis", "elements": ["Os", "C", "P", "C", "C", "C", "C", "C", "C", "C", "P", "C", "C", "H", "H", "H", "H", "H", "H", "H", "H", "H", "H", "H", "H", "H", "H", "H", "H", "O", "C", "S", "C", "C", "S", "S", "S", "C", "C", "C", "P", "C", "C", "C", "C", "C", "C", "H", "H", "H", "H", "H", "H", "H", "H", "H", "H", "H", "H", "H", "H", "H", "H", "H", "H", "H", "H", "H", "C", "C", "C", "C", "H", "H", "H", "H", "H", "H", "H", "H", "H"], "xyz": [[-0.29896, 0.57427, 0.56010], [-1.39424, -2.39669, 2.30228], [-0.84426, -1.81334, 0.68163], [0.49925, -3.04043, 0.38712], [-2.12753, -2.40541, -0.46911], [-2.78917, -3.60765, -0.23223], [-3.76668, -4.05080, -1.11841], [-4.08302, -3.29240, -2.23247], [-3.41849, -2.12017, -2.47761], [-2.43423, -1.67145, -1.61885], [-1.67911, -0.01722, -1.83227], [-3.17488, 1.04386, -1.87375], [-1.20402, 0.02727, -3.60138], [-1.37899, -3.47617, 2.34560], [-2.41689, -2.07505, 2.51051], [-0.71480, -2.03587, 3.06517], [0.08361, -4.03284, 0.48612], [1.27005, -2.94301, 1.12956], [0.91302, -2.96930, -0.61939], [-2.57329, -4.20502, 0.62652], [-4.31088, -4.94327, -0.88526], [-4.85172, -3.67948, -2.89838], [-3.70313, -1.53445, -3.33935], [-3.82176, 0.70295, -2.67885], [-2.92123, 2.08190, -2.03236], [-3.66265, 0.92553, -0.91946], [-2.01869, -0.33735, -4.27592], [-0.34728, -0.58273, -3.84871], [-0.98723, 1.06738, -3.88701], [1.92302, 5.78660, 4.68700], [1.53671, 4.87481, 4.03877], [1.34199, 3.22680, 4.64991], [0.77007, 2.47820, 3.18617], [0.71661, 3.32589, 2.06508], [0.16294, 2.94909, 0.51345], [1.09856, 4.99056, 2.28526], [0.48391, 0.81947, 3.19383], [1.29298, 2.00839, -2.53463], [2.46963, 1.83914, -1.56168], [3.79026, 1.80877, -2.33368], [2.16434, 0.47946, -0.38662], [3.14139, 0.78698, 1.15014], [3.31706, -0.51048, 1.95183], [4.48224, 1.49447, 1.01522], [2.74617, -1.10091, -1.07028], [4.26374, -1.28348, -1.28578], [1.96058, -1.48854, -2.34012], [1.44859, 2.93057, -3.12947], [0.34265, 2.13948, -2.01243], [1.23063, 1.18222, -3.22541], [2.46477, 2.70803, -0.89569], [3.71818, 1.11281, -3.16289], [4.66174, 1.54130, -1.75322], [3.97567, 2.81262, -2.75509], [2.46207, 1.45252, 1.69455], [4.03867, -1.17896, 1.50942], [2.38049, -1.05742, 2.09959], [3.68191, -0.24556, 2.95572], [5.20094, 0.86304, 0.48243], [4.89888, 1.63927, 2.00396], [4.38991, 2.46904, 0.53240], [2.45553, -1.76239, -0.25761], [4.55953, -0.71273, -2.14667], [4.45485, -2.33314, -1.52610], [4.84807, -1.02315, -0.41561], [2.25527, -0.88625, -3.19432], [0.86695, -1.40366, -2.21287], [2.22678, -2.52140, -2.56684], [-3.89446, 1.44252, 3.22531], [-3.15776, 0.52209, 2.23661], [-4.16990, -0.24001, 1.38657], [-2.14736, 1.33453, 1.38644], [-4.68623, 0.89459, 3.79178], [-4.41237, 2.23124, 2.64955], [-3.20146, 1.93699, 3.90936], [-2.58913, -0.19122, 2.80962], [-4.90963, 0.44354, 0.90571], [-4.73325, -0.94690, 2.00852], [-3.65842, -0.82129, 0.62412], [-1.83037, 2.14593, 2.01013], [-2.67676, 1.84344, 0.55472]], "spin_multiplicity": 5, "homo_ha": [-0.339, -0.414], "total_energy_ha": -3800.7991, "de_lowest_ev": 0.000, "total_charge": 1, "orbital_gap_ev": [7.09, 6.47], "lumo_energy_ev": [-2.14, -4.79]}

---

No. 4
{"formula": "C15H12BrO8Pd", "method": "the ωB97M-V functional and the def2-TZVPD basis", "elements": ["Pd", "O", "C", "O", "C", "C", "C", "C", "C", "O", "C", "C", "O", "O", "H", "H", "H", "H", "H", "H", "H", "H", "Br", "C", "C", "C", "C", "C", "C", "C", "O", "O", "H", "H", "H", "H", "O"], "xyz": [[0.95536, 0.43213, 0.84808], [2.82096, 4.01873, 0.60838], [2.19186, 2.92583, 0.44438], [1.49406, 2.25553, 1.25088], [2.39906, 2.27943, -0.91972], [3.57576, 1.35053, -0.62762], [3.93536, 0.48853, -1.84942], [2.81786, -0.57517, -1.83932], [1.89306, -0.01967, -0.74492], [2.95736, 0.33913, 0.19658], [1.29006, 1.29213, -1.27912], [-0.13174, 1.78533, -0.93222], [-0.71584, 2.33643, -1.92842], [-0.62344, 1.52793, 0.19658], [2.60016, 3.01463, -1.70412], [4.43966, 1.80383, -0.13322], [4.90566, -0.00127, -1.71212], [3.96806, 1.06913, -2.77632], [3.23816, -1.54067, -1.53372], [2.33516, -0.70067, -2.81262], [1.19316, -0.74197, -0.32082], [1.25266, 1.20463, -2.37672], [-3.89784, -4.93287, 0.05458], [-3.96944, -3.20517, 0.82318], [-5.16064, -2.75497, 1.39138], [-5.21604, -1.48277, 1.95808], [-4.08134, -0.66837, 1.95358], [-2.87414, -1.10967, 1.38418], [-2.83464, -2.39497, 0.81678], [-1.64574, -0.22187, 1.38198], [-1.76144, 0.92683, 1.91428], [-0.59294, -0.69327, 0.84808], [-6.04484, -3.38387, 1.39728], [-6.13634, -1.11867, 2.40408], [-4.12294, 0.32643, 2.39618], [-1.90324, -2.74347, 0.37398], [1.44916, -1.08777, 0.84808]], "homo_ha": [-0.206, -0.217], "total_energy_ha": -3882.2541, "de_lowest_ev": 9.765, "total_charge": -1, "orbital_gap_ev": [7.06, 7.53], "lumo_energy_ev": [1.45, 1.61]}